The following is a DFT calculation (wB97M-V/def2-TZVPD) of a single C3H5N3O molecule in a non-equilibrium geometry.

Computed properties:
Relative energy (zero: lowest compared OMol25 entry of this formula, charge and spin) (eV): 5.377
Maximum force (hartree/bohr): 0.0534
SMILES: O=NN1C=CCN1
HOMO energy (Eh): -0.2995
Orbital gap (eV): 8.39
Calculated total energy (eV): -9705.2064

The geometry in ORCA input format:
```
! RIJCOSX wB97M-V def2-TZVPD def2/J DEFGRID3
* xyz 0 1
O 3.035 0.428 0.099
N 2.221 -0.501 0.053
N 0.974 -0.162 -0.128
C 0.393 1.078 -0.081
C -0.954 0.975 -0.158
C -1.340 -0.514 -0.028
N -0.037 -1.119 -0.200
H 1.024 1.885 0.104
H -1.658 1.709 -0.368
H -1.696 -0.895 1.041
H -2.068 -0.943 -0.682
H 0.106 -1.943 0.347
*
```

Results of the Löwdin charge analysis, in e, for atoms 1 through 6: -0.09, -0.05, -0.16, -0.04, 0.00, -0.18

***

The following is a DFT calculation (wB97M-V/def2-TZVPD) of a single C3H5N3O molecule in a non-equilibrium geometry.

Computed properties:
Relative energy (zero: lowest compared OMol25 entry of this formula, charge and spin) (eV): 0.007
Maximum force (hartree/bohr): 0.0440
SMILES: [H]/N=C1\CNC(=O)N1
HOMO energy (Eh): -0.3575
Orbital gap (eV): 10.45
Calculated total energy (eV): -9710.5766

The geometry in ORCA input format:
```
! RIJCOSX wB97M-V def2-TZVPD def2/J DEFGRID3
* xyz 0 1
H -0.617 2.535 0.525
N -0.043 1.946 1.108
C 0.069 0.822 0.499
C -0.574 0.373 -0.787
N -0.125 -1.012 -0.923
C 0.600 -1.392 0.233
O 1.007 -2.499 0.450
N 0.826 -0.231 0.956
H -1.663 0.493 -0.695
H -0.232 0.911 -1.648
H -0.491 -1.684 -1.579
H 1.242 -0.261 1.862
*
```

Results of the Löwdin charge analysis, in e, for atoms 1 through 6: 0.04, 0.13, -0.41, -0.11, 0.08, -0.53

***

The following is a DFT calculation (wB97M-V/def2-TZVPD) of a single C3H5N3O molecule in a non-equilibrium geometry.

Computed properties:
Relative energy (zero: lowest compared OMol25 entry of this formula, charge and spin) (eV): 3.239
Maximum force (hartree/bohr): 0.0368
HOMO energy (Eh): -0.3507
Orbital gap (eV): 10.22
Calculated total energy (eV): -9707.3444

The geometry in ORCA input format:
```
! RIJCOSX wB97M-V def2-TZVPD def2/J DEFGRID3
* xyz 0 1
O -2.132 0.870 -0.575
C -1.606 -0.191 0.163
C -0.106 -0.202 0.126
N 0.578 0.756 -0.357
N 1.941 0.713 -0.260
C 1.403 -1.986 1.090
N 0.549 -1.285 0.681
H -1.420 1.517 -0.696
H -1.981 -1.139 -0.246
H -1.924 -0.149 1.219
H 2.302 1.341 -0.984
H 2.394 -0.245 -0.161
*
```

Results of the Löwdin charge analysis, in e, for atoms 1 through 6: -0.05, -0.22, -0.36, 0.02, 0.02, 0.07

***

The following is a DFT calculation (wB97M-V/def2-TZVPD) of a single C3H5N3O molecule in a non-equilibrium geometry.

Computed properties:
Relative energy (zero: lowest compared OMol25 entry of this formula, charge and spin) (eV): 2.254
Maximum force (hartree/bohr): 0.0452
SMILES: [H]/N=C1\N[C@H]1C(N)=O
HOMO energy (Eh): -0.3555
Orbital gap (eV): 10.39
Calculated total energy (eV): -9708.3296

The geometry in ORCA input format:
```
! RIJCOSX wB97M-V def2-TZVPD def2/J DEFGRID3
* xyz 0 1
H -0.535 -2.292 -2.266
N -0.097 -1.395 -2.091
C -0.416 -0.772 -1.077
N -1.012 -0.727 0.248
C -0.383 0.458 -0.325
C 0.868 0.977 0.352
N 0.869 0.734 1.679
O 1.771 1.499 -0.256
H -2.017 -0.803 0.342
H -0.914 1.237 -0.892
H 1.671 1.001 2.227
H 0.193 0.083 2.060
*
```

Results of the Löwdin charge analysis, in e, for atoms 1 through 6: 0.06, 0.18, -0.36, 0.11, -0.18, -0.53